The ion C5H11NO with charge +1, computed with ωB97M-V/def2-TZVPD.

Cartesian coordinates (Å):
C1 -0.045 -2.932 -0.291
C2 0.234 -1.451 -0.841
N1 -0.630 -0.539 0.053
C3 -1.599 1.629 0.743
C4 -0.420 0.903 -0.043
C5 0.886 1.363 0.507
O1 1.883 1.473 -0.198
H1 -0.450 -2.945 0.669
H2 0.804 -3.526 -0.528
H3 -0.762 -3.353 -1.048
H4 -0.138 -1.356 -1.848
H5 1.230 -1.034 -0.781
H6 -0.399 -0.810 1.015
H7 -2.397 0.859 0.823
H8 -1.428 1.868 1.898
H9 -2.014 2.591 0.250
H10 -0.435 1.200 -1.244
H11 0.998 1.422 1.551

Its expectation value of S² is 0.76. The calculation puts the LUMO energy (spin up / spin down) at -4.5 / -8.7 eV. Its spin multiplicity is 2. Its HOMO-LUMO gap (spin up / spin down) is 11.11 / 6.57 eV. As for the net charge: +1. As for the HOMO energy (spin up / spin down): -15.648 / -15.248 eV.

=====

The ion C5H11NO with charge +1, computed with ωB97M-V/def2-TZVPD.

Cartesian coordinates (Å):
C1 0.357 1.854 0.410
C2 -0.336 0.909 1.410
C3 -0.743 -0.425 0.774
C4 0.442 -1.244 0.233
C5 0.114 -1.593 -1.219
N1 0.247 -0.545 -2.108
O1 -0.226 -2.674 -1.649
H1 0.690 2.765 0.898
H2 -0.420 2.167 -0.301
H3 1.189 1.331 -0.062
H4 0.241 0.650 2.295
H5 -1.235 1.388 1.783
H6 -1.254 -1.071 1.489
H7 -1.474 -0.237 -0.017
H8 1.386 -0.713 0.318
H9 0.569 -2.228 0.674
H10 0.153 -0.768 -3.103
H11 0.300 0.435 -1.825

Its expectation value of S² is 0.78. The calculation puts the LUMO energy (spin up / spin down) at -4.0 / -9.9 eV. Its spin multiplicity is 2. Its HOMO-LUMO gap (spin up / spin down) is 11.90 / 5.93 eV. As for the net charge: +1. As for the HOMO energy (spin up / spin down): -15.850 / -15.822 eV.

=====

Calculated energy above the lowest of the compared OMol25 structures with the same formula, charge and spin (kJ/mol), listed in the same order as above: 305.8 182.0
Calculated energy (eV), listed in the same order as above: -8890.1667 -8891.4497